Here is C2H3NS as an isolated structure at a distorted geometry from the Open Molecules 2025 dataset. Energies are from ωB97M-V with the def2-TZVPD basis set.

```
7
Properties=species:S:1:pos:R:3:forces:R:3:mulliken_charge:R:1
C 0.061 0.140 0.498 -3.4 2.2 0.4 0.226
C -0.341 1.332 -0.192 1.3 0.0 -1.1 -0.444
N 1.281 -0.145 0.182 0.8 0.2 -0.2 -0.538
S 1.206 1.372 -1.166 -1.1 -3.5 0.6 -0.026
H -0.714 -0.244 1.270 2.0 -0.5 -1.2 0.291
H -1.177 1.642 -0.830 -0.2 -0.4 1.0 0.284
H 1.039 0.087 -1.878 0.5 1.9 0.6 0.208
```
Positions in Å, forces in eV/Å.

Kohn-Sham gap: 7.56 eV
2S+1: 1

---

Here is one molecule with the formula C2H3NS2 at a distorted geometry from the Open Molecules 2025 dataset. Energies are from ωB97M-V with the def2-TZVPD basis set.

```
8
Properties=species:S:1:pos:R:3:forces:R:3:mulliken_charge:R:1
N 0.531 -0.055 -1.682 3.8 -2.7 -3.7 -0.383
C -0.082 0.319 -0.623 -2.3 0.0 2.3 0.604
S -1.101 1.592 -0.469 0.2 1.1 -0.2 -0.338
C -0.144 -0.552 0.600 -2.7 0.7 1.5 -0.426
S 0.915 -1.432 1.406 0.6 -0.2 -0.5 -0.206
H 0.858 0.604 -2.425 -1.0 -0.8 1.1 0.252
H 0.923 -1.060 -1.778 -0.7 2.5 0.6 0.255
H -1.180 -0.323 1.112 2.0 -0.7 -1.1 0.244
```
Positions in Å, forces in eV/Å.

Kohn-Sham gap: 7.59 eV
2S+1: 1
Structure (SMILES): NC(=S)C=S

---

Per-record calculated total energy, eV: -14443.07864, -25281.81093
Per-record HOMO energy, eV: -8.34, -8.77
Per-record energy above the lowest of the compared OMol25 structures with the same formula, charge and spin, kcal/mol: 101.2, 17.5